# C3H5NO2

An isolated molecule of C3H5NO2 in a non-equilibrium geometry (wB97M-V/def2-TZVPD, OMol25).

Summary:
SMILES: O=CCNC=O
Orbital gap (eV): 10.80
Total charge: 0
Energy relative to the best compared isomer or geometry (same formula, charge and spin) (kJ/mol): 130.3
Highest occupied orbital energy (eV): -9.95
E (Eh): -322.5247

```
11
C3H5NO2 (wB97M-V/def2-TZVPD)
O 1.83 -1.37 -0.32
C 1.66 -0.46 0.45
C 0.45 0.43 0.41
N -0.48 -0.01 -0.58
C -1.82 -0.12 -0.33
O -2.37 -0.31 0.73
H 2.41 -0.19 1.22
H -0.06 0.47 1.37
H 0.80 1.46 0.18
H -0.11 -0.55 -1.35
H -2.27 0.18 -1.28
```

Charges per atom according to natural (NBO) partitioning, unit e:
1 O -0.522
2 C 0.436
3 C -0.341
4 N -0.658
5 C 0.544
6 O -0.567
7 H 0.117
8 H 0.250
9 H 0.214
10 H 0.417
11 H 0.109